A cluster of 3 separate species, C4H7NO4 in total at a distorted geometry. Source: the OMol25 dataset; level of theory: ωB97M-V with the def2-TZVPD basis set.

Calculated values
HOMO = -0.319 hartree
SMILES = O=C=O.C=CN.O=CO
frontier orbital gap = 7.8 eV
2S+1 = 1
LUMO energy = -0.881 eV
electronic energy = -512.26509 a.u.
energy above the lowest of the compared OMol25 structures with the same formula, charge and spin = 308.2 kJ/mol
largest force on an atom = 0.088 Eh/bohr

Geometry (Å):
C1 1.198 0.733 -0.006
C2 1.236 -0.389 0.806
C3 -1.236 -1.705 0.302
C4 -0.097 0.459 -1.772
N1 0.756 1.963 0.525
O1 -0.785 -0.515 -1.663
O2 -2.073 -0.752 0.721
O3 -1.505 -2.788 -0.101
O4 0.132 1.404 -2.442
H1 -2.965 -0.951 0.386
H2 2.046 0.853 -0.674
H3 -0.084 1.871 1.082
H4 0.640 2.677 -0.182
H5 0.982 -0.308 1.853
H6 1.902 -1.198 0.545
H7 -0.146 -1.354 0.621